No. 1
C5H16N4 | ωB97M-V with the def2-TZVPD basis set

Structure (XYZ):
```
25
Properties=species:S:1:pos:R:3:forces:R:3:lowdin_charge:R:1
C 0.911290 1.430158 -1.542613 1.0048 -1.3915 0.8761 0.050
C 0.788557 -0.108984 -0.807376 1.1823 1.9369 -2.5868 -0.501
C 2.121023 -0.775082 -0.373158 0.4390 -1.1738 0.1461 0.002
C 0.048901 -0.868600 -1.933512 1.2864 2.0123 -3.0895 -0.041
N -0.022616 0.308599 0.252659 -3.3640 -0.5099 1.0688 -0.083
N 0.373860 0.759325 1.381999 1.6364 1.8318 2.9238 0.160
C -1.576128 -0.265441 0.365587 2.7122 0.6984 1.4442 0.046
N -2.161720 0.143485 1.579564 -1.5114 1.3021 -2.6818 -0.008
N -1.814801 -0.294905 2.742827 -0.5152 1.6073 1.8049 0.210
H -0.119687 1.688069 -1.779390 -0.0842 0.8210 1.0373 0.075
H 1.579734 2.014374 -0.835088 -1.2203 -0.0758 -1.3198 0.115
H 1.243578 1.340853 -2.586243 0.9611 -0.3277 0.5950 0.100
H 2.023441 -1.866157 -0.523406 -0.1255 0.3739 -0.2387 0.100
H 2.541488 -0.789911 0.684645 -0.9337 0.9250 -1.0865 0.108
H 2.917111 -0.457817 -1.050382 -0.0650 0.0671 0.1858 0.104
H -0.323320 -1.714223 -1.534897 -1.1683 -3.4379 1.0165 0.026
H -0.861321 -0.390681 -2.534384 2.1677 -0.3530 1.4925 0.153
H 0.869474 -1.162542 -2.743804 -1.8507 0.6400 1.8037 0.169
H 1.349131 0.722885 1.730556 -0.4440 -0.3358 -1.0508 0.169
H -0.126967 1.539882 1.882255 0.1844 -1.1375 -1.1593 0.182
H -1.352238 -1.298038 0.355387 -0.0453 -1.3070 -0.0883 0.141
H -1.944704 0.096886 -0.535601 -1.6803 0.5452 -1.0829 0.125
H -2.932064 0.808919 1.544165 0.1720 0.1102 0.0286 0.204
H -2.131430 0.342456 3.559347 0.8173 -2.1929 -1.2298 0.236
H -1.400593 -1.203509 2.700861 0.4443 -0.6283 1.1907 0.159
```
Positions in Å, forces in eV/Å.

Properties
**SMILES**: CC(C)(C)[N+](=[NH2+])CNN
**HOMO (alpha / beta)**: -17.154 / -18.565 eV
**ΔE to the lowest compared entry with this formula, charge and spin**: 608.3 kJ/mol
**E**: -418.2747 a.u.
**Frontier orbital gap (alpha / beta)**: 6.55 / 9.04 eV
**Charge**: +2

No. 2
C22H23ClO6P3 | ωB97M-V with the def2-TZVPD basis set

Structure (XYZ):
```
55
Properties=species:S:1:pos:R:3:forces:R:3:lowdin_charge:R:1
C -0.492189 -4.465127 -2.562145 -0.4992 1.3640 0.7531 0.113
C -0.074685 -3.335114 -2.799275 -0.0493 0.3652 -0.4959 -0.272
P 0.328346 -1.564424 -3.181957 -1.6007 -0.7784 2.3208 0.669
C -0.768155 -0.530371 -2.056530 0.2813 0.6026 1.1579 -0.310
C -1.152733 0.909449 -2.616989 -0.2982 0.3081 -0.5181 -0.206
C -2.695302 1.124369 -2.921491 -0.9442 0.1765 -0.6039 -0.096
C -3.668653 0.571919 -1.810615 0.4069 0.0545 2.6012 -0.419
O -3.492266 0.886717 -0.641636 -0.1465 -0.2231 -2.3408 0.118
O -4.740230 -0.295928 -2.076628 2.2988 0.3078 -0.4513 -0.041
C -4.324566 -1.515398 -2.729260 -1.1832 -1.1978 -2.1290 -0.227
C -5.422631 -1.813278 -3.878394 0.5910 0.6375 0.1793 -0.058
P 2.465177 -1.337343 -2.634550 3.5384 -3.1659 0.4362 0.607
O 3.039123 -2.739396 -2.489723 -1.3922 2.1511 -0.2405 -0.476
P -0.054956 -1.330489 -5.349322 -1.1697 -0.3144 -2.9384 0.477
O -1.418899 -0.379191 -5.623847 2.4395 0.0631 0.5856 -0.391
Cl 1.550440 -0.210069 -6.119655 -0.9918 -0.2759 0.9565 0.209
H -1.057426 -5.333327 -2.116373 1.2396 1.1524 -1.0364 0.093
H -1.639148 -1.178779 -1.750682 0.8544 0.7204 -0.4810 0.090
H -0.163740 -0.351238 -1.100735 -0.7042 -0.5028 -1.1680 0.104
H -0.835401 1.731116 -1.894804 -0.2844 -1.3801 -0.7983 0.136
H -0.602716 1.101520 -3.601025 -0.6044 -0.1124 1.3368 0.089
H -2.862877 2.253566 -2.956950 0.0975 -1.4953 0.1755 0.146
H -3.037821 0.741217 -3.930827 0.6728 0.2584 1.1254 0.107
H -4.273711 -2.415033 -2.045595 -0.0588 1.3628 -0.2417 0.131
H -3.332069 -1.450983 -3.268469 -0.8610 0.3671 0.7974 0.090
H -6.146574 -2.621210 -3.569213 0.8328 0.9359 -0.4721 0.080
H -4.890835 -2.063006 -4.850859 -0.7903 0.0054 1.2101 0.075
H -5.975587 -0.834111 -4.057040 0.5770 -1.3678 0.2712 0.090
H 2.635118 -0.596877 -1.421139 -0.7107 0.2780 -0.6140 0.014
H 3.173265 -0.670925 -3.699079 -0.9819 0.3005 0.5549 -0.007
H -1.126311 0.530948 -5.870946 -0.5489 -0.5341 0.2383 0.060
C -1.524614 0.940867 4.815198 0.1066 -0.0027 -0.0324 -0.052
C -0.968753 0.957280 6.091973 0.1208 0.0167 -0.1008 -0.046
C 0.407386 1.056368 6.251238 -0.1882 -0.0145 0.0995 0.009
C 1.234507 1.127478 5.133428 -0.2485 -0.0417 -0.0528 -0.081
C 0.678977 1.086566 3.852761 -0.1437 0.0035 0.1187 -0.088
C -0.703822 1.004573 3.697453 -0.1718 -0.0330 0.0871 -0.001
C 1.549873 1.111662 2.655068 -0.3436 -0.0061 -0.5527 -0.277
O 1.066009 1.078922 1.532641 0.0971 -0.0986 0.0360 0.060
C 3.019797 1.167682 2.839052 0.1094 -0.0185 -0.0327 -0.089
C 3.849911 1.134246 1.723446 0.3330 -0.0187 -0.1007 -0.015
C 5.228020 1.198531 1.877868 -0.1268 0.0020 0.0550 -0.058
C 5.781479 1.306752 3.151503 -0.1510 -0.0065 0.0420 -0.047
C 4.956297 1.335234 4.268680 0.1919 -0.0079 -0.1205 0.013
C 3.573557 1.255907 4.115117 0.2262 0.0102 -0.1907 -0.078
C 2.701442 1.251058 5.314688 0.2545 0.0565 0.8078 -0.276
O 3.181172 1.341147 6.427764 -0.0667 -0.0246 -0.2430 0.118
H -2.599925 0.872709 4.692588 0.0915 0.0112 0.0009 0.111
H -1.610223 0.894830 6.963960 0.0610 0.0170 -0.0689 0.112
H 0.834261 1.073919 7.247882 0.1058 0.0308 -0.1736 0.125
H -1.141948 0.986045 2.705690 0.1672 0.0111 0.0486 0.117
H 3.422174 1.053365 0.730201 -0.0952 0.0638 0.1637 0.098
H 5.872925 1.166551 1.006386 -0.0421 0.0134 0.0787 0.107
H 6.857473 1.364417 3.272757 -0.0953 -0.0042 -0.0025 0.112
H 5.392033 1.414711 5.258438 -0.2026 -0.0229 -0.0378 0.126
```
Positions in Å, forces in eV/Å.

Properties
**HOMO**: -11.553 eV
**E**: -2787.4806 a.u.
**Frontier orbital gap**: 6.68 eV
**Charge**: +1

No. 3
C3H10BN2O5S3 | ωB97M-V with the def2-TZVPD basis set

Structure (XYZ):
```
24
Properties=species:S:1:pos:R:3:forces:R:3:lowdin_charge:R:1
N 2.513029 -1.929733 0.166908 0.1800 -0.1368 -0.8161 0.170
B 2.545649 -0.673035 -0.501963 -0.1826 0.1098 0.2539 -0.663
O 2.738498 -0.553368 -1.857786 -0.1403 -0.5109 0.0516 0.110
S 2.340977 0.895190 0.542599 0.7030 -0.0961 -0.1328 0.522
O 3.709703 1.411331 0.477748 -0.1024 0.1158 0.0281 -0.370
O 1.865311 0.544063 1.873262 0.0125 -0.0512 0.0074 -0.369
N 1.396098 1.932094 -0.187807 -0.1131 -0.0588 0.1222 -0.332
S -0.102866 1.588160 -0.566030 -0.0932 0.0576 0.0098 0.487
O -0.853505 2.822995 -0.640495 0.0626 0.0257 -0.0680 -0.347
O -0.196047 0.715118 -1.724963 0.0032 -0.0574 0.0476 -0.344
C -0.849747 0.636666 0.757215 -0.2074 -0.1358 0.0762 -0.257
C -2.362518 0.510689 0.500842 0.0915 -0.0896 0.0159 -0.282
C -2.847705 -0.948973 0.470563 -0.0937 0.0320 -0.0676 -0.560
S -3.933980 -1.347986 -0.940793 -0.0730 0.1158 0.0278 0.658
H 3.135319 -2.078734 0.946057 -0.5462 0.1655 0.4458 0.081
H 2.544673 -2.709143 -0.479178 0.2506 -0.0369 0.0896 0.075
H 3.599566 -0.193823 -2.073062 -0.0172 0.4203 -0.0662 0.102
H -0.604702 1.104595 1.706555 0.0039 0.0786 -0.0297 0.093
H -0.384734 -0.349043 0.751763 0.1568 0.0869 0.0086 0.082
H -2.904520 1.058627 1.271618 -0.0520 0.0461 -0.0790 0.107
H -2.601828 0.986378 -0.448889 -0.0245 0.0623 0.0484 0.071
H -2.009814 -1.642818 0.453218 0.0159 0.0281 0.0138 0.058
H -3.460260 -1.175412 1.344042 0.1008 -0.0816 0.0393 0.056
H -3.276597 -0.603840 -1.841423 0.0646 -0.0892 -0.0265 -0.147
```
Positions in Å, forces in eV/Å.

Properties
**HOMO**: -5.587 eV
**ΔE to the lowest compared entry with this formula, charge and spin**: 0.0 kJ/mol
**E**: -1825.5691 a.u.
**Frontier orbital gap**: 8.41 eV
**Charge**: -1

No. 4
C3ClF2N | ωB97M-V with the def2-TZVPD basis set

Structure (XYZ):
```
7
Properties=species:S:1:pos:R:3:forces:R:3:lowdin_charge:R:1
C 1.281637 0.579219 -0.132184 -3.0958 -5.4846 -0.3745 -0.267
C 0.357540 -0.474286 -0.023703 5.1782 -0.5041 -1.0148 -0.604
C -0.952017 -0.007361 0.045266 -6.7066 0.8025 1.4875 -0.382
N 1.882148 1.499161 0.099568 3.1960 4.5486 0.6705 0.201
F -2.073085 -0.742879 0.055985 1.0390 -0.4189 -0.4391 0.107
F -1.302620 1.259854 -0.037601 0.8630 0.1897 -0.3238 0.148
Cl 0.806398 -2.113708 -0.007332 -0.4736 0.8670 -0.0058 0.797
```
Positions in Å, forces in eV/Å.

Properties
**2S+1**: 3
**HOMO (alpha / beta)**: -6.762 / -12.652 eV
**E**: -828.8100 a.u.
**Frontier orbital gap (alpha / beta)**: 7.09 / 9.38 eV
**Charge**: 0

No. 5
C6H21O5Ti2 | ωB97M-V with the def2-TZVPD basis set

Structure (XYZ):
```
34
Properties=species:S:1:pos:R:3:forces:R:3:lowdin_charge:R:1
Ti 2.011370 2.700416 -1.345448 -0.2975 -0.6884 0.3734 0.888
Ti -0.238508 2.965701 1.329493 0.0954 -0.6512 -0.6120 0.856
O 0.911016 1.412741 0.191362 -0.6052 1.4355 0.2308 -0.557
H 0.105546 0.879827 0.192944 0.1152 -0.3592 -0.2477 -0.033
C 4.021699 -0.366684 0.528434 0.2097 0.5103 -0.4554 -0.104
O 3.569922 1.009541 0.648289 -0.0116 -0.2631 -0.5637 -0.180
H 4.518609 -0.527617 -0.436277 -0.1230 0.1276 0.1017 0.079
H 4.760719 -0.546489 1.302175 -0.1240 -0.0578 0.1779 0.084
H 3.189819 -1.065160 0.601059 -0.0129 0.0056 0.2279 0.077
H 2.613231 1.001132 0.511554 -0.0205 -0.2853 0.4624 -0.034
C -3.037366 1.110700 0.010274 -0.2216 -0.0344 0.2487 -0.083
O -2.396918 2.374973 0.315151 0.6671 0.2014 0.6501 -0.223
H -3.264148 0.544416 0.916812 0.1584 0.1121 -0.0172 0.087
H -3.971150 1.285873 -0.521741 0.1196 0.0901 -0.1158 0.098
H -2.353701 0.544373 -0.609653 0.0537 0.0284 -0.1491 0.065
H -2.893060 2.805978 1.022576 -0.4290 -0.1048 -0.2516 0.079
C -1.122863 -2.381542 2.853112 -0.3051 0.0738 -0.0058 -0.073
C -0.800925 -1.250108 1.894740 0.2023 0.3239 0.2026 -0.320
O 0.600895 -0.942006 2.006330 -0.5019 -0.4191 -0.0153 -0.084
H -0.607388 -3.304189 2.594282 0.1992 0.0961 -0.0355 0.081
H -2.191953 -2.617015 2.861640 0.0741 0.1659 -0.1420 0.080
H -0.857716 -2.085695 3.868139 0.1273 -0.0616 -0.0436 0.082
H -1.379774 -0.348023 2.172548 0.0281 -0.2431 -0.0087 0.094
H -1.068843 -1.498849 0.855149 0.1018 -0.1117 0.1399 0.107
H 0.775609 -0.140295 1.510158 0.2730 0.0508 0.0775 0.008
C -0.358936 -1.068702 -2.821242 -0.4171 0.3200 0.3800 -0.070
C 0.157664 0.313303 -3.205124 0.2724 -0.7212 0.3546 -0.287
O -0.342028 1.318297 -2.308616 0.3197 0.6160 -0.2300 -0.140
H 0.068525 -1.391038 -1.865020 0.0703 -0.0295 -0.1390 0.072
H -0.160509 -1.828319 -3.572912 0.1728 0.0383 -0.0664 0.082
H -1.444412 -1.018354 -2.679897 0.0950 -0.0197 -0.1263 0.079
H -0.158076 0.582584 -4.206611 -0.0498 0.1789 -0.0339 0.119
H 1.256642 0.302866 -3.166269 -0.0996 0.0815 -0.2081 0.100
H 0.087022 1.227368 -1.447428 -0.1362 -0.4060 -0.1605 -0.029
```
Positions in Å, forces in eV/Å.

Properties
**2S+1**: 7
**HOMO (alpha / beta)**: -9.657 / -13.090 eV
**E**: -2315.8631 a.u.
**Frontier orbital gap (alpha / beta)**: 6.19 / 9.05 eV
**Charge**: +1

No. 6
C3H7NO2 | ωB97M-V with the def2-TZVPD basis set

Structure (XYZ):
```
13
Properties=species:S:1:pos:R:3:forces:R:3:lowdin_charge:R:1
C 1.690015 -0.039637 0.198837 -6.4578 -0.0395 0.2384 -0.575
C -1.389617 0.359926 0.673872 2.9212 2.9887 0.1315 -0.073
C 0.373562 -0.872911 -0.497827 3.9082 -0.0548 -3.0422 -0.152
N -0.566070 0.138849 -0.561233 -4.3281 1.3238 -0.9832 -0.193
O 2.636813 -0.708697 0.557177 4.5739 -2.8561 0.8747 0.188
O 1.587532 1.275677 0.054622 -1.3222 1.0577 -1.2621 0.023
H -0.608542 0.285948 1.474854 -1.0625 -0.1422 -0.2150 0.096
H -1.742981 1.460798 0.697029 0.3416 -1.8580 -0.1825 0.114
H -2.178082 -0.305762 0.779527 -1.4310 -1.3020 0.2893 0.046
H 0.096697 -1.847368 -0.142726 0.1517 -0.1941 1.2014 0.104
H 0.787933 -1.100597 -1.580925 -1.0019 0.4148 1.4468 0.141
H -1.267265 0.106126 -1.379910 2.1116 -0.0134 1.3410 0.175
H 0.580011 1.247644 -0.273294 1.5951 0.6753 0.1620 0.106
```
Positions in Å, forces in eV/Å.

Properties
**2S+1**: 3
**HOMO (alpha / beta)**: -4.495 / -10.560 eV
**ΔE to the lowest compared entry with this formula, charge and spin**: 72.0 kJ/mol
**E**: -323.5239 a.u.
**Frontier orbital gap (alpha / beta)**: 5.25 / 8.14 eV
**Charge**: 0